Record 1
The following is a DFT calculation (wB97M-V/def2-TZVPD) of a structure of composition C28H58O14.

XYZ file:
```
100
C28H58O14 | the Open Molecules 2025 dataset | wB97M-V/def2-TZVPD
C 11.2322 3.3348 -6.4649
O 12.3648 4.0869 -6.3997
C 13.2444 3.9332 -7.4555
C 14.1572 2.7439 -7.3791
O 15.0078 2.6948 -6.2076
C 16.0706 1.7817 -6.2580
H 11.2403 2.7826 -5.5252
H 11.2233 2.6474 -7.3108
H 10.3786 4.0121 -6.4903
H 13.8184 4.8386 -7.2584
H 12.6681 4.0535 -8.3728
H 14.7478 2.7355 -8.2951
H 13.4796 1.8908 -7.3438
H 15.5368 0.8518 -6.4542
H 16.6474 1.7536 -5.3335
H 16.6455 1.9327 -7.1717
C 12.7495 10.5553 0.7049
O 12.6287 9.1858 0.1906
C 11.7030 9.1920 -0.9200
C 11.1533 7.7635 -1.1118
O 9.9833 7.8068 -2.0083
C 10.3455 7.5653 -3.3267
H 13.6772 10.7458 1.2445
H 11.9895 10.8238 1.4386
H 12.5931 11.2577 -0.1138
H 12.1595 9.5671 -1.8360
H 10.8136 9.8113 -0.8042
H 10.7236 7.2595 -0.2461
H 11.8954 7.0059 -1.3636
H 9.7542 8.2610 -3.9221
H 9.9297 6.5719 -3.4954
H 11.4041 7.7129 -3.5400
C 10.4532 6.4872 -5.1257
O 9.6422 5.7516 -4.1708
C 9.4666 4.3578 -4.6037
C 8.6869 3.5196 -3.5184
O 7.2399 3.6544 -3.7253
C 6.6249 2.9062 -2.7394
H 10.1134 6.2744 -6.1392
H 11.4632 6.1099 -4.9652
H 10.3271 7.5552 -4.9481
H 10.4470 3.8844 -4.6575
H 8.8661 4.3968 -5.5125
H 8.9904 3.8897 -2.5391
H 8.9790 2.4702 -3.5575
H 6.4710 1.8776 -3.0656
H 5.6267 3.3303 -2.6312
H 7.0634 2.9806 -1.7443
C 10.1717 4.2207 0.6454
O 8.8156 3.8567 0.9726
C 7.9733 4.1272 -0.1504
C 6.6442 3.5205 0.2946
O 6.2881 2.1625 -0.0601
C 7.2169 1.2656 0.5032
H 10.7991 3.9341 1.4894
H 10.4148 5.2722 0.4928
H 10.4815 3.6654 -0.2399
H 8.4349 3.5742 -0.9684
H 7.9858 5.2083 -0.2890
H 5.8936 4.1840 -0.1348
H 6.4478 3.8162 1.3252
H 7.8989 0.9010 -0.2649
H 6.6460 0.3765 0.7711
H 7.7573 1.5323 1.4115
O 4.6112 -0.1970 -5.0013
C 5.4165 0.6792 -5.0819
O 6.6770 0.3998 -4.7805
C 7.6262 1.4109 -5.2930
C 6.7107 2.2613 -6.0948
C 5.3038 2.1329 -5.4971
H 8.2570 1.0488 -6.1049
H 8.1594 2.0941 -4.6319
H 6.5354 1.9910 -7.1361
H 7.0882 3.2790 -5.9952
H 4.5245 2.2370 -6.2521
H 5.1269 2.7544 -4.6192
O 4.7253 3.7074 -7.2299
C 5.3703 4.7442 -6.9409
O 5.1437 5.8552 -7.5240
C 5.8569 7.0057 -7.0100
C 6.3315 6.4756 -5.6016
C 6.3751 4.9548 -5.8324
H 5.2309 7.8886 -6.8807
H 6.7355 7.3058 -7.5811
H 5.5948 6.7942 -4.8641
H 7.3531 6.6680 -5.2738
H 6.0568 4.4075 -4.9451
H 7.3828 4.6798 -6.1437
O 12.4403 7.1440 -3.6334
C 13.0257 6.0665 -3.6501
O 13.1918 5.3280 -2.5550
C 13.8074 4.0784 -2.8195
C 14.1578 4.0254 -4.2740
C 13.9373 5.4488 -4.7925
H 13.0060 3.3901 -2.5510
H 14.6487 3.9718 -2.1348
H 13.5165 3.3101 -4.7889
H 15.1940 3.7078 -4.3907
H 13.5102 5.5402 -5.7912
H 14.8819 5.9894 -4.7325
```

Mulliken population analysis, charges in e, atoms 1 to 8: number 1, C, carries -0.5487; number 2, O, carries -0.1126; number 3, C, carries -0.8164; number 4, C, carries -0.7470; number 5, O, carries -0.1066; number 6, C, carries -0.9253; number 7, H, carries 0.2632; number 8, H, carries 0.6500

Record 2
The following is a DFT calculation (wB97M-V/def2-TZVPD) of a cluster of 6 separate species, C28H59ClN5O10S5 in total.

Properties
charge = +1

XYZ file:
```
108
C28H59ClN5O10S5 | the Open Molecules 2025 dataset | wB97M-V/def2-TZVPD
C -1.6021 2.7532 -0.5353
C -3.0439 2.3674 -0.8239
N -3.4434 1.0955 -0.2184
C -3.9674 0.0776 -1.1115
C -5.4664 -0.1062 -0.8128
N -5.6049 -0.4331 0.6137
C -4.8331 -1.4764 1.0206
N -5.2166 -2.0700 2.1573
Cl -4.3085 -3.2532 2.9267
N -3.7236 -1.8922 0.3864
C -3.3725 -1.3225 -0.9586
C -1.8847 -1.4649 -1.2316
N -1.0453 -0.6969 -0.3258
C -0.6554 -1.3634 0.9259
H -0.9066 1.9693 -0.8245
H -1.4556 2.9465 0.5257
H -1.3627 3.6763 -1.0608
H -3.6812 3.1645 -0.4358
H -3.2077 2.3550 -1.9031
H -2.7009 0.7309 0.3583
H -3.8668 0.3588 -2.1571
H -5.8540 -0.9435 -1.3888
H -6.0375 0.7882 -1.0303
H -5.4978 0.3836 1.2066
H -6.0711 -1.7869 2.6060
H -3.6317 -2.9040 0.3746
H -3.8602 -1.9483 -1.7072
H -1.7330 -1.1225 -2.2493
H -1.6112 -2.5299 -1.2180
H -0.2117 -0.4211 -0.8186
H 0.4194 -1.5221 0.9579
H -0.9223 -0.7166 1.7635
H -1.1484 -2.3240 1.0394
C 2.1024 0.4015 4.9381
C 2.2518 1.8870 5.2856
C 2.1112 2.6800 3.9835
S 1.0662 1.6930 2.9109
O 1.8323 1.2530 1.7673
O -0.2136 2.3368 2.7237
C 0.8801 0.3065 4.0300
H 1.9891 -0.2133 5.8290
H 2.9887 0.0527 4.4029
H 1.4656 2.1787 5.9855
H 3.2069 2.0937 5.7583
H 1.6424 3.6500 4.1262
H 3.0712 2.8012 3.4860
H 0.8270 -0.6127 3.4506
H -0.0448 0.4574 4.5864
C 8.4115 0.5018 4.2554
C 7.5373 0.2344 3.0221
C 6.0735 0.2784 3.4801
S 6.0323 1.3842 4.8984
O 5.6468 0.6276 6.0635
O 5.3274 2.5941 4.5469
C 7.7897 1.7064 4.9555
H 9.4476 0.6942 3.9835
H 8.3940 -0.3639 4.9204
H 7.7128 1.0106 2.2753
H 7.7715 -0.7229 2.5602
H 5.4042 0.6689 2.7167
H 5.7224 -0.6943 3.8194
H 8.0936 1.8229 5.9929
H 7.9691 2.6289 4.4046
C -3.5493 0.4806 -7.0181
C -2.6361 1.5266 -6.3578
C -2.3648 1.0478 -4.9308
S -2.4757 -0.7419 -4.9720
O -3.5980 -1.1548 -4.1495
O -1.1747 -1.3235 -4.7534
C -2.9392 -0.8809 -6.6908
H -3.6242 0.6299 -8.0933
H -4.5567 0.5442 -6.6002
H -1.6952 1.6006 -6.8998
H -3.0819 2.5171 -6.3539
H -1.3733 1.3272 -4.5873
H -3.1175 1.4079 -4.2303
H -3.6219 -1.7190 -6.8099
H -2.0251 -1.0582 -7.2560
C -0.4036 -6.4449 3.4070
C -1.8440 -6.3343 2.8854
C -1.8080 -5.4395 1.6387
S -0.1683 -5.6406 0.9231
O 0.5127 -4.3732 1.0140
O -0.2742 -6.3340 -0.3313
C 0.4647 -6.7364 2.1864
H -0.3052 -7.2250 4.1592
H -0.0983 -5.4999 3.8613
H -2.2145 -7.3243 2.6163
H -2.5154 -5.9311 3.6438
H -2.5488 -5.7242 0.8943
H -1.9148 -4.3862 1.8918
H 1.5216 -6.5300 2.3351
H 0.3278 -7.7561 1.8287
C 2.0808 3.2007 -3.5975
C 2.7631 4.3150 -4.4040
C 1.7571 4.8045 -5.4546
S 0.1290 4.5162 -4.7525
O -0.5550 3.5270 -5.5576
O -0.5118 5.7662 -4.4442
C 0.6948 3.7320 -3.2450
H 2.6448 2.9428 -2.7030
H 1.9903 2.2999 -4.2088
H 3.0291 5.1370 -3.7374
H 3.6796 3.9673 -4.8766
H 1.8526 5.8650 -5.6711
H 1.8186 4.2315 -6.3775
H -0.0158 2.9613 -2.9532
H 0.7429 4.5038 -2.4776
```

Mulliken population analysis, charges in e, atoms 1 to 8: number 1, C, carries -1.0345; number 2, C, carries -0.2268; number 3, N, carries -0.1010; number 4, C, carries 0.6649; number 5, C, carries -1.1544; number 6, N, carries -0.3617; number 7, C, carries 0.4451; number 8, N, carries -0.1691

One value per record, in order, for DFT total energy: -58621.3401; -124609.5425 eV.
One value per record, in order, for Kohn-Sham gap: 7.28; 8.20 eV.
One value per record, in order, for strongest force on any atom: 10.41; 1.79 eV/A.